Formula: C6H16N2O
Source: the OMol25 dataset
Level of theory: ωB97M-V with the def2-TZVPD basis set

Values from the calculation:
E   -422.8111 Eh
Net charge   0
Energy relative to the best compared isomer or geometry (same formula, charge and spin)   4.778 eV
M   132.2 g/mol
F_max   2.53 eV Å⁻¹
Gap between HOMO and LUMO (alpha / beta)   7.95 / 7.95 eV

Cartesian coordinates (Å):
C: -0.29 0.93 -0.98
C: -0.25 0.84 0.90
C: 2.17 -1.91 0.73
C: -0.85 -1.25 1.86
C: -1.35 -0.08 -1.39
C: -0.68 2.38 -1.25
N: 0.18 -0.35 1.41
N: 0.96 0.59 -1.45
O: 0.99 -1.49 0.12
H: 1.23 -0.36 -1.11
H: 1.68 1.28 -1.27
H: -1.30 1.10 1.10
H: 0.45 1.66 1.08
H: 2.13 -1.87 1.83
H: 3.03 -1.31 0.42
H: 2.38 -2.96 0.47
H: -1.20 -0.89 2.84
H: -0.43 -2.25 1.99
H: -1.72 -1.32 1.19
H: -1.04 -1.08 -1.11
H: -1.46 -0.04 -2.47
H: -2.31 0.15 -0.93
H: -1.63 2.62 -0.78
H: 0.08 3.07 -0.88
H: -0.78 2.52 -2.33

Per-atom natural (NBO) charges, elementary charge units: number 1, C, carries 0.2914; number 2, C, carries -0.3314; number 3, C, carries -0.2537; number 4, C, carries -0.4405; number 5, C, carries -0.6562; number 6, C, carries -0.6435; number 7, N, carries -0.1473; number 8, N, carries -0.8440; number 9, O, carries -0.5931; number 10, H, carries 0.4310; number 11, H, carries 0.3613; number 12, H, carries 0.1986; number 13, H, carries 0.1898; number 14, H, carries 0.1774; number 15, H, carries 0.1507; number 16, H, carries 0.1783; number 17, H, carries 0.2135; number 18, H, carries 0.2209; number 19, H, carries 0.1802; number 20, H, carries 0.2403; number 21, H, carries 0.2203; number 22, H, carries 0.2050; number 23, H, carries 0.2146; number 24, H, carries 0.2105; number 25, H, carries 0.2258